# 1
Computed, not measured: a structure of composition C11H21GaN3O, with ωB97M-V with the def2-TZVPD basis set.

XYZ file:
```
37
Properties=species:S:1:pos:R:3
Ga -0.0215 -0.4532 -0.6936
O -0.5345 -2.5281 0.0736
C -1.0768 -2.4544 1.4226
C -2.4116 -1.7426 1.4661
C -2.5532 -0.3303 0.8435
C -1.6809 0.7482 1.3539
C -2.0308 1.6086 2.4039
C -1.2417 2.6876 2.7608
C 0.0189 2.8387 2.1366
C 0.3582 1.9484 1.1346
N -0.4670 0.9309 0.7310
H -1.0646 -3.2153 -0.4223
H -0.3665 -1.9980 2.0932
H -1.1730 -3.5144 1.7702
H -2.7272 -1.7787 2.5209
H -3.1456 -2.3658 0.9320
H -3.5704 0.0022 1.1137
H -2.5144 -0.4240 -0.2685
H -2.9954 1.4054 2.8438
H -1.5219 3.3418 3.5792
H 0.6350 3.6728 2.4274
H 1.2728 2.0721 0.5406
N 0.1765 0.7037 -2.4118
C 1.3746 0.4198 -3.2470
C 2.6960 0.3100 -2.4705
C 2.9119 -0.9159 -1.5376
N 1.9873 -0.8030 -0.3391
H -0.6661 0.5452 -2.9767
H 0.1334 1.6586 -2.0623
H 1.5259 1.2059 -3.9763
H 1.1870 -0.5121 -3.8063
H 2.8402 1.2401 -1.8822
H 3.5129 0.3071 -3.2266
H 3.9580 -0.9941 -1.1973
H 2.7339 -1.8421 -2.0925
H 2.4052 -0.0787 0.2858
H 2.0358 -1.6966 0.1770
```

- HOMO level (Ha) = -0.743
- charge = +3
- lowest unoccupied orbital energy (eV) = -12.74
- total energy (Eh) = -2595.0126

# 2
Computed, not measured: an isolated molecule of C7H8BrNO2, with ωB97M-V with the def2-TZVPD basis set.

XYZ file:
```
19
Properties=species:S:1:pos:R:3
C 0.0305 1.6571 -0.3468
C -0.4409 1.1900 0.8401
C 0.9154 0.9678 -1.2286
C 0.1766 0.1280 1.5269
C -2.0232 -0.4852 2.6823
C 0.9628 -0.3633 -1.6324
C -0.5594 -0.6405 2.3832
N 0.1691 -1.4150 -1.2727
O -2.5465 -1.1361 3.8075
O -2.7596 0.1757 1.9927
Br 0.1381 -2.2834 3.1657
H -0.2408 2.5499 -0.9106
H -1.3495 1.4929 1.3884
H 1.4538 1.6323 -1.9360
H 1.2749 0.0164 1.3256
H 1.4986 -0.5985 -2.5670
H 0.4118 -2.2506 -1.8141
H -0.5375 -1.2106 -0.6707
H -1.7987 -1.3276 4.4601
```

- HOMO level (spin up / spin down) (Ha) = -0.213 / -0.331
- charge = 0
- multiplicity = 3
- lowest unoccupied orbital energy (spin up / spin down) (eV) = 0.53 / -2.38
- total energy (Eh) = -3050.6339